No. 1
The following is a quantum chemistry calculation of one molecule with the formula C21H28N2O4, from OMol25.

Properties
Net charge: 0
Kohn-Sham gap in eV: 8.21
Structure (SMILES): COc1cc(OC)c(OC)cc1CN1CCN(c2ccccc2OC)CC1
DFT total energy in eV: -33399.544

Geometry (Å):
1 H 0.815131 2.073008 3.614303
2 H -1.496388 1.164875 0.942361
3 H -0.859152 5.826865 -1.365998
4 C 0.880846 -2.249133 -0.224001
5 C -0.629398 -5.451118 -3.804444
6 C 1.623681 -1.315280 0.693259
7 C -0.530666 3.672893 2.069837
8 H -3.503599 -4.526549 -1.979375
9 C -0.508528 4.716436 1.113898
10 H 2.270915 1.030771 1.948036
11 C -1.004687 3.971619 3.344495
12 H -0.955897 -2.068414 0.827056
13 H -1.397286 -6.056871 -4.284285
14 H 0.756791 6.242656 -0.726203
15 H -2.754827 -5.567038 -0.743382
16 H -1.786851 7.235119 2.975871
17 O -2.501945 -3.525559 -0.454959
18 C -0.543832 -3.986998 -1.909799
19 C 0.804689 -3.720064 -2.124880
20 C 0.349952 1.512452 2.801232
21 C -0.971239 5.975583 1.453402
22 C -1.447944 5.240554 3.678555
23 C 0.419555 0.680531 0.102075
24 O 0.004146 4.405274 -0.121558
25 C -0.452390 -2.535820 -0.002871
26 C 1.523169 -2.863462 -1.301456
27 H -1.808747 5.434539 4.677665
28 O -1.275042 -4.808859 -2.736269
29 C 0.119138 5.425240 -1.079166
30 N 0.766480 -0.243355 1.165594
31 C -3.264532 -4.616145 -0.917588
32 N -0.012127 2.422899 1.739616
33 C -0.586805 1.699584 0.622594
34 H -4.185438 -4.588120 -0.334582
35 H -0.845785 2.398465 -0.169019
36 H -0.021918 0.114603 -0.720386
37 H 3.087075 -2.835422 -3.523493
38 C -1.188609 -3.390472 -0.815953
39 H 2.517729 -0.933751 0.172520
40 H 0.178464 -6.104704 -3.458249
41 H 1.297917 -4.185155 -2.960934
42 H 0.582182 4.959200 -1.948320
43 C 1.356176 0.495438 2.262227
44 H 1.965335 -1.880633 1.567309
45 O 2.851039 -2.571866 -1.476915
46 H 4.548136 -2.757717 -2.510007
47 C 3.529334 -3.138601 -2.568255
48 H 1.311540 1.214175 -0.272118
49 H -1.041743 3.195150 4.092073
50 C -1.438795 6.242757 2.732650
51 H -0.233851 -4.733745 -4.531504
52 H 1.620458 -0.204781 3.059008
53 H -0.525554 0.966308 3.189146
54 H 3.552454 -4.232100 -2.507786
55 H -0.958759 6.774736 0.728971

Forces on atoms 1 to 6 (eV/Å):
H -0.054 -0.034 -0.010
H 0.012 0.031 -0.038
H 0.053 -0.007 0.032
C 0.238 -0.095 -0.186
C 0.089 -0.093 -0.168
C 0.101 0.012 0.009

The molecule's Mulliken atomic charges, reported in e, are given here: 0.565, 0.227, 0.391, 0.213, -0.949, -1.225, 0.194, 0.225, 0.640, 0.356, -0.223, 0.467, 0.254, 0.376, 0.315, 0.377, -0.479, 0.806, -0.204, -0.860, -0.484, -0.875, -0.567, -0.390, -0.490, -0.093, 0.370, -0.445, -1.010, 0.373, -0.773, 0.412, -0.857, 0.291, 0.435, 0.457, 0.361, 0.200, 0.431, 0.355, 0.575, 0.243, -1.005, 0.407, -0.462, 0.252, -0.976, 0.257, 0.456, -0.744, 0.341, 0.367, 0.389, 0.348, 0.386

***

No. 2
The following is a quantum chemistry calculation of one molecule with the formula C18H20N2O6, from OMol25.

Properties
Net charge: 0
Kohn-Sham gap in eV: 8.94
Structure (SMILES): COc1cccc(OCC(=O)O/N=C(\N)c2ccc(OC)c(OC)c2)c1
DFT total energy in eV: -34252.969

Geometry (Å):
1 H 2.931218 -1.798301 -1.256351
2 C 0.064076 0.140746 5.910173
3 H -3.376863 1.306766 1.039330
4 H -4.201150 2.444132 7.292687
5 H 0.286515 0.160520 6.976288
6 H 0.835919 0.239050 -4.462749
7 H 0.777074 2.026212 -7.637861
8 H -2.473899 2.557012 6.871738
9 C 2.351822 -0.244880 -5.928442
10 C -3.572157 1.593336 3.137331
11 O 1.093162 -0.467149 -0.021192
12 N 0.345623 0.019767 1.081685
13 C -1.109135 0.414212 3.389652
14 N -1.635551 -0.229198 -0.166085
15 C 3.270895 -2.041427 -3.999864
16 H 0.073772 -0.894675 5.556885
17 O -3.811201 1.943404 5.403606
18 O 1.431329 -1.271761 -2.589493
19 H -2.617668 -0.422178 -0.083156
20 C 1.700682 -0.353745 -4.710557
21 H -0.041452 0.864846 -6.563903
22 H 1.824423 -3.131341 -1.741812
23 O -1.213914 0.718084 5.787279
24 C -1.674671 0.550590 2.124155
25 C 1.897796 -2.059926 -1.517274
26 C -2.921881 1.150347 2.005019
27 H -4.537996 2.068304 3.068930
28 C 3.914782 -1.924925 -5.224153
29 H -0.140416 -0.050895 3.441365
30 O 1.984806 0.600473 -6.928425
31 C 0.875197 1.441333 -6.724637
32 H -3.222221 0.963352 7.140625
33 C 3.471060 -1.042875 -6.182539
34 O 0.282512 -2.557466 0.218041
35 C -0.929872 0.062547 0.954063
36 H 1.033231 2.116198 -5.877440
37 C 0.990553 -1.750038 -0.325149
38 C 2.161165 -1.250920 -3.746739
39 H 4.779027 -2.540177 -5.424049
40 H -1.160933 -0.654215 -0.946141
41 C -1.753980 0.852121 4.535131
42 C -3.022633 1.457863 4.410804
43 H 3.638760 -2.744423 -3.270410
44 H 3.967340 -0.947230 -7.134237
45 H 0.819982 0.717790 5.369514
46 C -3.385131 1.968741 6.748355

Forces on atoms 1 to 6 (eV/Å):
H -0.073 -0.046 -0.063
C 0.202 -0.095 0.036
H -0.037 0.024 -0.103
H 0.071 -0.032 -0.022
H 0.044 -0.030 -0.091
H -0.099 0.098 -0.009

The molecule's Mulliken atomic charges, reported in e, are given here: 0.424, -0.944, 0.462, 0.291, 0.241, 0.461, 0.228, 0.276, 0.694, -0.686, -0.152, -0.622, -0.548, -0.381, -0.673, 0.352, -0.470, -0.191, 0.217, -0.108, 0.326, 0.463, -0.452, -0.276, -0.592, -0.861, 0.429, -0.551, 0.603, -0.410, -0.794, 0.253, -0.752, -0.584, 0.709, 0.330, 0.365, 0.170, 0.358, 0.199, 1.309, 0.402, 0.393, 0.430, 0.367, -0.708

***

No. 3
The following is a quantum chemistry calculation of a 2-piece molecular cluster, C3H8N2O2 overall, from OMol25.

Properties
Net charge: 0
Kohn-Sham gap in eV: 10.02
Structure (SMILES): C=N[C@H](N)O.C=O
DFT total energy in eV: -10314.256

Geometry (Å):
1 H -0.608739 -1.223440 -0.718296
2 H 0.842950 -2.168973 2.431778
3 H 2.012885 0.064305 -0.470205
4 H -0.965928 2.625508 -1.060018
5 H 1.933120 0.540201 1.332178
6 C -0.397753 0.686415 -1.067466
7 O -1.133692 -0.492562 -1.092750
8 C 1.428979 0.483907 0.364141
9 H -0.526018 -1.019024 1.838897
10 N -1.335880 1.729993 -1.363446
11 H -2.169999 1.538628 -0.813235
12 H 0.404202 0.694010 -1.833007
13 O 0.150413 -2.437974 0.558273
14 N 0.221294 0.849348 0.265747
15 C 0.144163 -1.870341 1.627410

Forces on atoms 1 to 6 (eV/Å):
H -0.164 0.095 -0.077
H -0.119 -0.051 -0.063
H -0.114 0.185 0.039
H -0.027 -0.066 -0.092
H -0.071 0.047 -0.114
C 0.160 0.156 -0.221

The molecule's Mulliken atomic charges, reported in e, are given here: 0.398, 0.296, 0.267, 0.234, 0.372, 0.208, -0.521, -0.362, 0.316, -0.671, 0.263, 0.330, -0.490, -0.477, -0.164